Computed, not measured: a structure of composition C10H19NRuSi in a non-equilibrium geometry, with ωB97M-V with the def2-TZVPD basis set.

Computed properties:
2S+1	6
net charge	-1
⟨S²⟩	8.791
E_tot	-22620.1409	eV

Atoms and positions in Å:
C 0.82 -1.69 -0.56
C -0.57 -1.54 -0.62
C -1.03 -1.25 0.71
C 0.03 -1.40 1.58
C 1.38 -1.51 0.91
Ru 0.62 0.37 -0.80
N 2.16 -0.26 1.22
C -0.21 1.14 -2.50
C -1.23 0.86 -1.55
H -2.09 -1.08 0.95
H -1.25 -1.79 -1.43
H -0.09 -1.43 2.65
H 1.90 -2.48 1.25
H 1.34 -2.16 -1.41
H -1.78 -0.01 -1.81
H 0.29 2.16 -2.67
H 3.20 -0.13 1.31
H -1.70 1.46 -0.80
H 0.03 0.57 -3.43
C -1.43 1.34 2.38
Si -0.01 1.79 1.28
C -0.62 3.40 0.46
C 1.36 2.19 2.62
H -2.35 1.15 1.84
H -1.66 2.16 3.06
H -1.29 0.48 3.03
H -0.81 4.14 1.25
H 0.11 3.81 -0.25
H -1.55 3.21 -0.07
H 0.93 2.96 3.30
H 1.56 1.27 3.21
H 2.31 2.54 2.20

Computed, not measured: a cluster of 2 separate species, C5H14 in total in a non-equilibrium geometry, with ωB97M-V with the def2-TZVPD basis set.

Computed properties:
2S+1	2
net charge	-1
⟨S²⟩	0.750
E_tot	-5410.0473	eV
relative energy (zero: lowest compared OMol25 entry of this formula, charge and spin)	10.65	kcal per mole

Atoms and positions in Å:
C -2.18 -0.90 1.65
C -1.12 -2.01 1.57
H -2.97 -1.01 0.89
H -2.70 -0.97 2.61
H -1.85 0.12 1.45
H -0.16 -1.61 1.88
H -1.55 -2.78 2.22
H -1.04 -2.57 0.63
C 1.01 0.48 -1.26
C 1.77 0.80 0.03
C 0.67 1.69 -2.11
H 1.55 -0.30 -1.78
H 0.07 -0.03 -1.02
H 1.09 0.99 0.86
H -0.10 2.39 -1.81
H 1.61 2.22 -2.30
H 2.49 1.61 -0.07
H 2.28 -0.10 0.36
H 0.37 1.41 -3.13

Computed, not measured: a structure of composition C4H7ClS in a non-equilibrium geometry, with ωB97M-V with the def2-TZVPD basis set.

Computed properties:
net charge	0
E_tot	-27618.3853	eV
relative energy (zero: lowest compared OMol25 entry of this formula, charge and spin)	7.48	kcal per mole

Atoms and positions in Å:
C 0.12 0.35 -1.41
C 0.36 0.04 0.04
C -0.41 0.85 1.11
C -0.02 -1.32 0.44
H 0.45 -0.46 -2.06
H -0.97 0.39 -1.54
H 1.40 0.06 0.35
H 0.22 1.42 1.75
H -1.26 1.47 0.83
H -0.66 -2.01 -0.21
H 0.82 -1.90 0.74
S -1.01 -0.74 1.88
Cl 0.97 1.85 -1.92

Computed, not measured: a structure of composition C24H20N3ORhS2 in a non-equilibrium geometry, with ωB97M-V with the def2-TZVPD basis set.

Computed properties:
net charge	0
E_tot	-56407.8624	eV

Atoms and positions in Å:
Rh 0.57 1.18 1.24
C -1.30 0.14 -2.52
C -1.04 0.71 -1.15
N -0.06 0.28 -0.41
N 0.69 -0.82 -0.99
C 1.77 -1.01 -0.33
S 2.36 -0.13 1.05
S 2.89 -2.29 -0.87
C 1.82 -3.72 -1.20
C 0.96 -3.73 -2.43
C 1.54 -3.81 -3.69
C 0.75 -3.86 -4.83
C -0.64 -3.86 -4.72
C -1.22 -3.79 -3.46
C -0.42 -3.72 -2.32
C -1.95 1.80 -0.70
C -2.76 2.42 -1.67
C -3.65 3.42 -1.35
C -3.74 3.83 -0.02
C -2.97 3.23 0.95
C -2.07 2.20 0.64
O -1.40 1.63 1.62
H -0.69 -0.72 -2.73
H -1.08 0.93 -3.24
H -2.35 -0.11 -2.63
H 1.24 -3.93 -0.30
H 2.58 -4.50 -1.28
H 2.62 -3.82 -3.78
H 1.21 -3.92 -5.80
H -1.26 -3.91 -5.60
H -2.30 -3.79 -3.36
H -0.88 -3.65 -1.34
H -2.69 2.11 -2.70
H -4.26 3.88 -2.12
H -4.43 4.62 0.26
H -3.04 3.53 1.99
C 0.98 3.10 1.94
C 1.38 2.27 3.06
C 2.73 1.93 3.29
C 3.08 1.12 4.33
C 2.07 0.60 5.16
C 0.74 0.88 4.94
C 0.39 1.73 3.89
C 2.44 -0.28 6.26
N 2.74 -0.96 7.13
H 1.73 3.60 1.35
H 0.01 3.59 2.01
H 3.49 2.32 2.62
H 4.11 0.86 4.51
H -0.02 0.45 5.58
H -0.65 1.97 3.69

Computed, not measured: the ion C5H11N4 with charge +1 in a non-equilibrium geometry, with ωB97M-V with the def2-TZVPD basis set.

Computed properties:
net charge	+1
E_tot	-11311.0793	eV
relative energy (zero: lowest compared OMol25 entry of this formula, charge and spin)	156.07	kcal per mole

Atoms and positions in Å:
C 1.56 -1.33 -3.13
C -0.41 0.14 -0.68
C -1.74 1.33 0.99
C 0.66 1.18 1.30
C -0.72 -0.78 1.42
N 0.92 -0.17 -2.60
N 0.47 -0.06 -1.48
N 1.45 -2.35 -2.40
N -0.56 0.53 0.70
H 1.98 -0.99 -4.04
H -1.88 2.35 0.57
H -2.65 0.83 0.56
H -1.65 1.54 2.00
H 0.83 2.06 0.61
H 0.46 1.39 2.46
H 1.56 0.66 1.38
H -0.61 -0.50 2.41
H -1.66 -1.16 1.48
H 0.01 -1.58 1.21
H 1.98 -3.11 -2.77

Computed, not measured: an isolated molecule of C4H5NO2 in a non-equilibrium geometry, with ωB97M-V with the def2-TZVPD basis set.

Computed properties:
SMILES	O/N=C1/CC=CO1
net charge	0
E_tot	-9808.1614	eV
relative energy (zero: lowest compared OMol25 entry of this formula, charge and spin)	141.90	kcal per mole

Atoms and positions in Å:
O 2.87 -0.43 -0.06
N 1.88 0.54 -0.19
C 0.63 0.04 0.07
C -0.40 1.10 0.17
C -1.65 0.16 -0.26
C -1.24 -1.14 -0.02
O 0.27 -1.07 0.09
H 2.58 -1.23 -0.13
H -0.52 1.57 1.30
H -0.16 2.17 -0.48
H -2.62 0.38 -0.72
H -1.65 -2.09 0.23